(1)
{
  "formula": "C5H19N2O3S",
  "method": "the ωB97M-V functional and the def2-TZVPD basis",
  "charge": -1,
  "lumo_ev": 2.747,
  "symbols": ["C", "N", "C", "C", "S", "C", "N", "C", "H", "H", "H", "H", "H", "H", "H", "H", "H", "H", "H", "H", "H", "H", "H", "O", "H", "H", "O", "H", "H", "O"],
  "positions_angstrom": [[1.01936, -0.71637, -1.07611], [0.23481, -1.39242, -0.01759], [1.15108, -1.61641, 1.18321], [0.23411, -1.74811, 2.38786], [1.31729, -1.88562, 3.83588], [1.30697, 0.71930, -0.64133], [0.12097, 1.56721, -0.81131], [0.27815, 2.97348, -0.56548], [1.99497, -1.15227, -1.40070], [0.31973, -0.73642, -2.00760], [-0.06302, -2.31458, -0.38541], [1.77035, -2.53515, 0.97396], [1.84613, -0.76772, 1.32656], [-0.48748, -2.58421, 2.24560], [-0.25687, -0.74659, 2.54410], [1.47754, 0.71171, 0.47511], [2.18701, 1.19490, -1.08134], [-0.61412, 1.30960, -1.43218], [1.34128, 3.21378, -0.29327], [0.05966, 3.70689, -1.34600], [-0.23266, 3.38119, 0.33273], [-1.97229, -0.63644, -0.24695], [-2.80334, -1.81313, -0.51277], [-2.62959, -0.95026, -0.89382], [-1.61668, 2.34764, 1.54560], [-1.07324, 2.63304, 2.88355], [-1.85867, 2.80799, 2.35714], [-1.50775, -1.11042, -3.35540], [-0.87701, -2.18093, -2.60924], [-0.66668, -1.67968, -3.41479]],
  "forces_ev_per_a": [[-1.3, 0.5, -1.7], [1.8, -0.1, -0.4], [-1.3, -1.0, -0.9], [0.9, 0.9, 0.6], [0.1, -0.5, 0.7], [-1.3, 0.4, 1.3], [0.2, 0.7, 0.4], [1.2, 1.1, 1.3], [-0.6, -0.3, 0.5], [1.8, 0.5, 1.6], [0.4, 0.7, 0.5], [-0.5, 0.8, 0.6], [-0.5, -0.7, -0.1], [0.3, 0.6, 0.2], [-0.2, -1.1, -0.6], [0.2, 0.1, -1.2], [0.1, -0.3, -0.4], [0.1, -0.3, -0.5], [-0.6, -0.5, -0.4], [-0.2, -0.5, -0.5], [-0.2, -0.4, -0.3], [0.4, 0.2, -0.3], [-0.3, -0.3, -0.1], [0.2, 0.0, 0.2], [-0.3, -0.1, -0.2], [0.0, 0.1, 0.4], [0.3, -0.1, -0.2], [1.8, -0.8, -0.5], [0.5, -0.2, -0.2], [-2.8, 0.8, 0.3]],
  "nbo_charge": [-0.26, -0.67, -0.24, -0.54, -0.73, -0.22, -0.68, -0.42, 0.17, 0.22, 0.34, 0.17, 0.20, 0.17, 0.19, 0.20, 0.17, 0.37, 0.19, 0.18, 0.17, 0.50, 0.46, -0.97, 0.47, 0.47, -0.94, 0.48, 0.47, -0.93]
}

(2)
{
  "formula": "C5H20FN10O5",
  "method": "the ωB97M-V functional and the def2-TZVPD basis",
  "charge": -1,
  "lumo_ev": 2.646,
  "symbols": ["F", "C", "O", "N", "N", "H", "H", "H", "H", "C", "O", "N", "N", "H", "H", "H", "H", "C", "O", "N", "N", "H", "H", "H", "H", "C", "O", "N", "N", "H", "H", "H", "H", "C", "O", "N", "N", "H", "H", "H", "H"],
  "positions_angstrom": [[-0.14444, -0.44285, -0.42420], [1.86669, 2.36431, 0.44935], [1.72655, 3.58842, 0.43471], [2.41191, 1.72271, 1.42615], [1.72048, 1.59005, -0.60727], [2.54427, 0.72716, 1.53333], [2.84848, 2.29972, 2.13083], [1.41909, 2.09491, -1.42847], [1.10263, 0.81531, -0.41200], [-1.35389, 2.43596, 1.96849], [-1.67637, 3.55141, 2.48881], [-0.55824, 1.62396, 2.53010], [-1.54495, 2.16418, 0.68972], [-0.48226, 0.71587, 2.09454], [0.00335, 1.95492, 3.30157], [-1.18268, 1.29384, 0.32730], [-1.93038, 2.82477, 0.03005], [2.52744, -2.66627, -1.54879], [3.58659, -3.20685, -1.55884], [2.30611, -1.42074, -1.94730], [1.59310, -3.13141, -0.80628], [3.08522, -0.89947, -2.32330], [1.35512, -1.08844, -1.87463], [0.68462, -2.85980, -1.15414], [1.66931, -4.03247, -0.35642], [-2.35504, 0.59057, -2.73298], [-3.12887, 1.05146, -3.58495], [-2.38155, -0.62302, -2.19787], [-1.23194, 1.20802, -2.34133], [-1.60854, -0.76671, -1.56392], [-3.23859, -1.15609, -2.23559], [-1.05643, 2.13650, -2.69802], [-0.67566, 0.69060, -1.67579], [-1.17184, -2.02405, 2.27940], [-1.54397, -2.70564, 3.17949], [-0.11727, -1.43407, 2.16562], [-1.81900, -2.06049, 1.11990], [0.03318, -1.15359, 1.20709], [0.63697, -1.71082, 2.77768], [-1.21303, -1.58680, 0.46529], [-2.70617, -2.47508, 0.87264]],
  "forces_ev_per_a": [[0.0, -0.2, -0.1], [0.3, 3.9, -1.5], [0.0, -0.3, 0.2], [2.1, -1.4, 5.1], [-1.3, -1.4, -3.3], [-0.1, 0.3, -0.7], [-0.4, -0.2, 0.1], [-0.2, 0.1, 0.2], [0.0, -0.8, -0.3], [-1.6, 7.3, -0.2], [0.0, -2.1, -0.7], [2.5, -3.8, 2.8], [-1.3, -0.9, -2.6], [0.8, 0.0, 0.7], [-0.4, -0.5, -0.1], [-0.1, 0.2, -0.3], [-0.1, -0.2, 0.6], [2.6, 1.6, 0.5], [3.8, -1.5, -1.1], [-0.4, 1.5, -1.7], [-5.6, -2.1, 2.2], [-0.6, 0.0, -0.1], [0.4, 0.7, 0.1], [-0.5, -0.3, 0.9], [0.1, 0.1, -0.5], [-0.5, 1.3, -2.5], [0.1, -0.4, 1.0], [-0.9, -1.7, 0.4], [0.6, 1.4, -0.1], [-0.5, -0.9, 0.5], [0.5, 0.0, 0.2], [0.2, -0.4, 0.3], [0.6, 0.7, 0.2], [-7.6, -5.8, -0.2], [-1.1, -1.7, 4.3], [9.3, 5.3, 0.0], [-1.1, 0.9, -3.1], [1.6, 0.6, 0.0], [-0.1, 0.3, -0.2], [-1.5, -0.1, -1.5], [0.5, 0.2, 0.6]],
  "nbo_charge": [-0.86, 0.76, -0.68, -0.82, -0.87, 0.40, 0.40, 0.38, 0.42, 0.75, -0.73, -0.82, -0.84, 0.40, 0.41, 0.40, 0.41, 0.74, -0.69, -0.84, -0.82, 0.41, 0.41, 0.38, 0.40, 0.76, -0.70, -0.86, -0.88, 0.42, 0.40, 0.40, 0.42, 0.74, -0.70, -0.83, -0.87, 0.42, 0.40, 0.39, 0.40]
}

(3)
{
  "formula": "C5H20HgN2O6",
  "method": "the ωB97M-V functional and the def2-TZVPD basis",
  "charge": 0,
  "lumo_ev": -0.453,
  "symbols": ["Hg", "C", "C", "O", "H", "H", "H", "H", "H", "C", "C", "O", "H", "H", "H", "H", "H", "C", "O", "N", "N", "H", "H", "H", "H", "O", "H", "H", "O", "H", "H", "O", "H", "H"],
  "positions_angstrom": [[0.17323, -0.16384, -0.15784], [-3.36400, 1.04178, 1.62203], [-2.15815, 0.75204, 2.51892], [-0.92441, 0.35741, 1.93297], [-4.21220, 1.41995, 2.19267], [-3.54977, 0.06163, 1.18282], [-3.07053, 1.74926, 0.84650], [-2.37323, 0.01315, 3.29085], [-2.04993, 1.64682, 3.13192], [-1.73547, 3.52880, -1.13947], [-0.67209, 2.58924, -1.84899], [-0.87590, 1.22281, -1.71474], [-2.76640, 3.20382, -1.27969], [-1.52480, 4.51203, -1.56015], [-1.64880, 3.73625, -0.07290], [0.20139, 2.77113, -1.22286], [-0.50112, 2.80507, -2.90364], [2.67424, -2.61084, 0.52311], [1.85192, -1.72804, 0.50550], [3.46338, -2.88776, -0.43056], [2.88697, -3.43229, 1.49662], [4.14648, -3.62809, -0.35713], [3.31733, -2.38787, -1.29594], [2.40947, -3.33025, 2.38075], [3.86763, -3.66004, 1.57744], [0.91836, -0.97164, -2.16744], [1.40152, -0.59791, -2.90441], [0.80597, -1.89404, -2.39718], [2.17862, 1.00524, -0.18026], [2.68905, 1.80341, -0.31674], [2.83407, 0.31299, -0.09425], [-1.18106, -2.15328, -0.31764], [-1.51651, -2.82394, 0.27728], [-1.69540, -2.26296, -1.11742]],
  "forces_ev_per_a": [[-3.4, 2.6, 1.5], [1.1, -1.0, -0.1], [1.1, 0.2, 0.0], [0.0, 0.0, -0.7], [-0.1, -0.1, 0.0], [-0.7, 0.2, -0.5], [-0.1, 0.0, 0.0], [-0.6, -0.5, 0.0], [0.6, 0.6, 0.1], [0.5, 0.0, -1.0], [-0.3, -0.8, 2.8], [-0.3, -1.1, 0.1], [0.0, 0.1, -0.5], [-0.6, 0.3, -0.4], [0.6, -0.8, 0.2], [0.9, 0.9, -0.5], [-0.2, 0.6, -0.1], [-2.1, 1.4, 1.1], [-1.3, 1.3, 0.1], [3.4, -0.1, -5.6], [0.7, -2.7, 4.8], [-0.3, 0.2, -0.5], [0.4, -0.2, 0.1], [0.0, 0.3, -0.2], [-0.3, -0.5, 0.5], [0.7, -0.9, -0.9], [-0.1, 0.6, -0.2], [-0.2, -0.4, 0.0], [1.0, 0.3, -0.1], [-0.2, 0.5, 0.0], [0.1, -0.4, 0.2], [0.0, -0.7, -0.4], [0.0, 0.0, 0.5], [-0.3, 0.2, -0.3]],
  "nbo_charge": [1.63, -0.64, -0.03, -1.01, 0.19, 0.19, 0.21, 0.12, 0.11, -0.64, -0.04, -1.00, 0.20, 0.19, 0.20, 0.11, 0.13, 0.77, -0.73, -0.80, -0.81, 0.40, 0.41, 0.41, 0.38, -0.96, 0.50, 0.48, -0.96, 0.50, 0.48, -0.96, 0.49, 0.49]
}

(4)
{
  "formula": "C5H20N10O5Tl",
  "method": "the ωB97M-V functional and the def2-TZVPD basis",
  "charge": 3,
  "lumo_ev": -15.321,
  "symbols": ["Tl", "C", "O", "N", "N", "H", "H", "H", "H", "C", "O", "N", "N", "H", "H", "H", "H", "C", "O", "N", "N", "H", "H", "H", "H", "C", "O", "N", "N", "H", "H", "H", "H", "C", "O", "N", "N", "H", "H", "H", "H"],
  "positions_angstrom": [[-0.16406, -0.15985, -0.15890], [-0.39707, -4.12503, 1.04366], [-0.30184, -2.93306, 0.76771], [-1.49948, -4.66256, 1.47691], [0.62445, -4.93764, 0.98267], [-2.34704, -4.13664, 1.63546], [-1.49865, -5.65108, 1.68410], [1.55925, -4.55522, 0.97958], [0.26857, -5.84974, 1.23072], [3.24553, 1.05099, -1.99716], [2.17842, 0.61443, -1.64439], [3.43503, 2.22675, -2.56191], [4.37115, 0.42216, -1.83281], [2.80607, 3.01330, -2.48545], [4.28948, 2.34543, -3.08720], [4.37489, -0.48352, -1.38578], [5.20587, 0.76920, -2.28326], [-1.41560, 1.61398, -3.63141], [-0.65884, 1.13668, -2.81686], [-1.25610, 2.84915, -4.02443], [-2.39798, 1.00476, -4.29516], [-0.58414, 3.45401, -3.57419], [-1.89841, 3.16641, -4.73638], [-3.02318, 1.51288, -4.90429], [-2.57175, 0.02054, -4.14951], [2.25294, 1.92901, 2.55546], [1.57616, 1.42265, 1.64454], [2.55543, 1.28825, 3.62968], [2.80376, 3.08197, 2.49152], [2.13618, 0.37159, 3.69341], [3.14079, 1.68767, 4.34934], [3.43130, 3.41637, 3.20879], [2.54414, 3.63754, 1.68900], [-3.68139, -0.67289, 1.79171], [-2.55107, -0.75652, 1.31551], [-4.04573, 0.48529, 2.33626], [-4.49504, -1.59502, 2.05880], [-3.27964, 1.14179, 2.38334], [-5.01958, 0.65328, 2.54482], [-5.39944, -1.27543, 2.37506], [-4.31341, -2.52184, 1.70088]],
  "forces_ev_per_a": [[0.0, 0.2, 0.0], [-0.1, 0.9, 0.4], [0.8, 2.9, -0.9], [-2.7, -1.2, 0.8], [0.5, -0.9, -0.2], [0.4, -0.2, -0.2], [-0.5, 0.2, 0.1], [0.0, -0.8, 0.0], [1.9, -0.6, -0.1], [2.0, 1.0, 0.3], [-4.2, -1.2, 1.2], [-0.4, 2.4, -1.4], [2.1, -2.3, 0.4], [-0.1, -0.4, -0.2], [-0.2, 0.5, 0.0], [0.2, 0.0, -0.4], [0.1, -0.4, 0.5], [-2.1, 0.4, -2.0], [2.3, -2.1, 2.9], [0.3, 2.5, -0.3], [-0.7, -1.6, 0.3], [-0.3, 0.0, -0.2], [0.6, 0.7, 0.0], [0.1, -0.2, 0.1], [0.0, 0.2, -0.1], [-0.1, -1.2, 0.3], [-1.2, -0.4, -2.0], [-0.2, -2.8, 2.4], [0.6, 3.9, -1.8], [0.5, 0.1, 0.7], [-0.3, -0.4, 0.1], [-0.1, 0.2, -0.4], [0.4, 0.4, 0.3], [1.5, 3.4, 1.5], [2.3, -1.2, -1.6], [0.4, 1.7, -0.3], [-2.6, -4.3, -0.4], [-0.8, 0.6, 0.2], [0.4, 0.7, 0.2], [-0.1, -1.0, 0.1], [-0.7, 0.1, 0.1]],
  "nbo_charge": [1.27, 0.76, -0.60, -0.77, -0.76, 0.41, 0.41, 0.44, 0.41, 0.75, -0.58, -0.72, -0.76, 0.42, 0.42, 0.42, 0.42, 0.75, -0.57, -0.72, -0.79, 0.42, 0.42, 0.42, 0.42, 0.75, -0.62, -0.77, -0.74, 0.42, 0.42, 0.43, 0.42, 0.75, -0.60, -0.73, -0.74, 0.42, 0.42, 0.43, 0.42]
}

(5)
{
  "formula": "C5H20N2O5",
  "method": "the ωB97M-V functional and the def2-TZVPD basis",
  "charge": 0,
  "lumo_ev": 0.277,
  "smiles": "N/C=C(\\N)CCCO.O.O.O.O",
  "symbols": ["C", "O", "C", "C", "C", "C", "N", "N", "H", "H", "H", "H", "H", "H", "H", "H", "H", "H", "H", "H", "H", "H", "O", "H", "H", "O", "H", "H", "O", "H", "H", "O"],
  "positions_angstrom": [[0.63196, -1.74438, -0.94206], [-0.49277, -1.62815, -1.77873], [1.79465, -0.95650, -1.61079], [1.36431, 0.44708, -2.09819], [0.67335, 1.25515, -1.04401], [-0.60555, 1.60944, -1.18103], [-1.30070, 2.43885, -0.24646], [1.44985, 1.58712, 0.11888], [0.90905, -2.77778, -0.93106], [0.37974, -1.34170, 0.05049], [-1.24011, -1.27533, -1.23017], [2.20379, -1.55522, -2.45577], [2.64335, -0.85128, -0.88652], [0.64157, 0.29309, -2.97737], [2.21618, 0.93520, -2.56153], [-1.22129, 1.34944, -2.08010], [-2.25482, 2.61810, -0.51224], [-1.22901, 2.14795, 0.72194], [1.19347, 2.50991, 0.49865], [2.47310, 1.56090, -0.03316], [-2.09090, 0.07951, 2.65134], [-0.75202, 0.47949, 2.28796], [-1.62973, 0.78553, 2.24279], [-0.93805, -2.86452, 2.11105], [-0.40168, -1.43490, 2.21757], [-1.18981, -1.93987, 2.18031], [1.09284, 0.37414, 1.41013], [1.29370, 0.20033, 2.95296], [0.87612, -0.20779, 2.17346], [-2.17299, 0.11047, 0.19750], [-1.97861, -1.35891, 0.74609], [-2.33896, -0.84535, 0.00805]],
  "forces_ev_per_a": [[0.1, 1.4, -1.1], [-0.8, 0.0, 0.1], [0.6, -0.1, 0.6], [-1.2, -1.3, -1.4], [0.2, 0.1, -0.7], [-1.0, 0.7, -0.1], [0.6, -0.4, -0.3], [0.3, 0.4, 0.3], [0.3, -0.8, 0.6], [0.4, -0.3, -0.2], [0.4, -0.3, -0.4], [-0.4, 0.4, 0.4], [-0.5, -0.2, -0.4], [0.9, 0.2, 1.4], [0.3, 0.4, 0.3], [1.1, 0.1, 0.8], [0.0, 0.0, 0.1], [-0.2, 0.0, -0.1], [0.1, -0.5, -0.3], [-1.0, 0.1, -0.2], [-1.2, -1.0, 0.6], [2.2, -0.4, 0.0], [-1.4, 1.9, -0.3], [0.1, 0.0, 0.1], [1.8, 0.8, 0.1], [-1.7, -1.4, 0.2], [0.3, 0.4, -0.4], [-0.1, -0.3, -0.5], [0.4, 0.0, 0.9], [-0.1, -1.2, 0.2], [0.0, 0.2, 0.3], [-0.3, 1.1, -0.7]],
  "nbo_charge": [-0.07, -0.78, -0.41, -0.44, 0.07, -0.06, -0.87, -0.88, 0.17, 0.15, 0.51, 0.21, 0.18, 0.24, 0.21, 0.21, 0.38, 0.40, 0.39, 0.39, 0.48, 0.47, -0.97, 0.49, 0.50, -0.97, 0.52, 0.49, -1.01, 0.49, 0.50, -0.99]
}

(6)
{
  "formula": "C5H20NO4",
  "method": "the ωB97M-V functional and the def2-TZVPD basis",
  "charge": 1,
  "lumo_ev": -3.194,
  "symbols": ["C", "C", "C", "C", "C", "N", "H", "H", "H", "H", "H", "H", "H", "H", "H", "H", "H", "H", "H", "H", "O", "H", "H", "O", "H", "H", "O", "H", "H", "O"],
  "positions_angstrom": [[0.55537, -0.27159, -1.52823], [1.39234, -0.93525, -0.44379], [1.01316, -2.38387, -0.33299], [0.13464, -2.97410, 0.45273], [1.66087, -3.22484, -1.45380], [0.96950, 1.16058, -1.71845], [0.75341, -0.81821, -2.44681], [-0.47748, -0.24276, -1.29912], [1.29934, -0.41326, 0.51089], [2.44101, -0.78205, -0.69452], [-0.32131, -2.59526, 1.36408], [-0.15276, -4.01599, 0.35523], [1.05261, -3.28014, -2.35736], [2.65890, -2.85773, -1.68843], [1.76765, -4.23274, -1.05769], [0.95069, 1.64760, -0.80062], [1.83420, 1.21779, -2.22329], [0.24850, 1.73454, -2.13955], [-1.94247, -0.51496, 0.82706], [-3.27669, -0.92815, 0.41090], [-2.68295, -1.02748, 1.16347], [-2.09815, 2.17391, 2.21190], [-1.60145, 0.84700, 2.79510], [-1.34832, 1.57215, 2.21136], [1.12387, 2.96222, 1.03034], [0.16001, 1.76180, 1.26247], [1.06539, 2.00382, 0.98591], [-1.58098, 4.36849, -0.65543], [-1.80652, 4.22784, 0.83263], [-1.54262, 3.72185, 0.05662]],
  "forces_ev_per_a": [[1.1, -0.2, -0.1], [-0.3, 0.7, 1.3], [0.7, -0.7, -2.0], [-0.4, -0.1, 1.4], [-0.3, -0.1, 0.9], [-1.2, 0.2, 0.5], [-0.4, 0.2, -0.3], [-1.0, -0.2, 0.2], [-0.4, 0.0, 0.0], [0.2, -0.4, -0.2], [0.0, 0.7, -0.4], [0.4, -0.1, -0.4], [0.1, 0.1, -0.1], [0.0, 0.0, -0.1], [0.1, -0.1, -0.3], [1.2, -0.3, 0.9], [0.6, 0.4, -0.1], [-0.2, -0.3, -1.1], [0.4, 0.1, 0.4], [-0.5, -0.3, 0.2], [0.1, 0.3, -0.5], [-0.1, -0.1, -0.1], [0.0, 0.0, 0.0], [0.0, -0.1, 0.0], [-0.2, 0.1, 0.3], [0.0, 0.4, 0.4], [0.1, -0.3, -0.9], [-0.1, 0.0, 0.0], [0.0, 0.0, 0.0], [0.1, 0.0, 0.0]],
  "nbo_charge": [-0.20, -0.46, -0.01, -0.36, -0.65, -0.70, 0.23, 0.21, 0.24, 0.22, 0.21, 0.21, 0.22, 0.21, 0.24, 0.47, 0.44, 0.43, 0.45, 0.47, -0.92, 0.49, 0.50, -0.97, 0.49, 0.52, -0.98, 0.48, 0.48, -0.96]
}

It is found that the energy relative to the best compared isomer or geometry (same formula, charge and spin) values, taken in the order of the records, are 1.8192 3.5694 2.1637 5.9123 1.2516 0.9989 eV.
It is found that the HOMO level values, taken in the order of the records, are -2.5 -6.5 -6.4 -18.1 -7.7 -12.6 eV.
It is found that the Kohn-Sham gap values, taken in the order of the records, are 5.2 9.2 6.0 2.8 8.0 9.4 eV.